Run A
Density functional theory data (the ωB97M-V functional and the def2-TZVPD basis) for one molecule with the formula C2H7N.

Output
Lowest unoccupied orbital energy, eV: 1.232
Structure (SMILES): CCN
Net charge: 0
E_HOMO, eV: -9.380

Last column: Löwdin charge in e.
CARTESIAN COORDINATES (ANGSTROEM)
1 C 0.6845 0.7403 -0.6357  -0.11
2 C 0.1666 -0.4843 0.1681  -0.36
3 N -1.2763 -0.4219 0.3927  -0.03
4 H 1.7065 0.5762 -0.9888  0.06
5 H 0.0327 0.8895 -1.5178  0.07
6 H 0.6495 1.6286 -0.0209  0.05
7 H 0.3591 -1.4144 -0.4120  0.11
8 H 0.7383 -0.6143 1.0892  0.09
9 H -1.5390 0.3485 1.0025  0.06
10 H -1.5218 -1.2481 0.9228  0.06

***

Run B
Density functional theory data (the ωB97M-V functional and the def2-TZVPD basis) for one molecule with the formula C2H7N.

Output
Lowest unoccupied orbital energy, eV: 1.272
Structure (SMILES): CCN
Net charge: 0
E_HOMO, eV: -9.234

Last column: Löwdin charge in e.
CARTESIAN COORDINATES (ANGSTROEM)
1 C 0.7868 -0.1064 0.7501  -0.12
2 C -0.5517 -0.2696 0.0750  -0.34
3 N -0.6727 0.7540 -1.0043  -0.03
4 H 1.4669 -0.9068 0.4340  0.07
5 H 1.2728 0.8464 0.5778  0.07
6 H 0.8147 -0.2895 1.8254  0.07
7 H -0.7867 -1.2498 -0.3382  0.10
8 H -1.3487 -0.0695 0.7985  0.09
9 H 0.2750 0.8686 -1.3625  0.05
10 H -1.2563 0.4226 -1.7558  0.05

***

Most stable to least stable, the ends of the list are run A and run B.